113
Properties=species:S:1:pos:R:3 method="wB97M-V/def2-TZVPD" molar_mass_g_mol=2653.550 e_lumo_ev=-4.400 largest_force_ev_per_a=4.22 energy_ha=-31669.20166 total_charge=+1 homo_lumo_gap_ev=7.26
C 4.641 -2.278 1.374
O 5.168 -0.944 1.427
C 5.021 -0.231 0.192
C 4.449 1.231 0.455
C 2.883 1.346 0.253
C 2.215 0.038 0.826
C 0.662 0.206 1.008
N -0.130 -0.447 0.139
N -1.421 -0.328 0.321
N -2.244 -1.003 -0.615
C -2.553 -2.189 -0.205
C -1.791 -3.025 0.863
C -3.797 -2.849 -0.906
C -2.098 0.375 1.258
O -3.475 0.468 1.343
N -4.069 -0.664 1.943
O -3.461 -1.072 2.846
C -1.309 1.149 2.250
C 0.158 1.079 2.128
Br 1.336 2.041 3.318
H 3.689 -2.325 1.969
H 4.507 -2.684 0.341
H 5.375 -2.966 1.886
H 6.049 -0.065 -0.251
H 4.392 -0.753 -0.576
H 4.699 1.503 1.518
H 4.999 1.950 -0.206
H 2.442 2.247 0.759
H 2.651 1.472 -0.843
H 2.356 -0.857 0.159
H 2.598 -0.266 1.838
H -2.375 -3.970 1.046
H -0.824 -3.348 0.400
H -1.671 -2.523 1.854
H -4.362 -3.501 -0.203
H -4.398 -2.022 -1.356
H -3.378 -3.441 -1.772
H -1.813 1.755 3.040
C 9.293 0.617 -1.830
Cl 10.967 0.089 -1.597
Cl 8.660 -0.050 -3.348
Cl 8.287 0.034 -0.492
Cl 9.235 2.387 -1.888
C 3.275 -6.144 2.210
Cl 2.261 -7.161 3.246
Cl 2.524 -4.542 2.036
Cl 4.876 -5.963 2.944
Cl 3.435 -6.893 0.616
C -6.296 2.357 2.898
Cl -7.204 3.628 3.724
Cl -6.189 2.732 1.169
Cl -4.658 2.258 3.582
Cl -7.117 0.801 3.116
C -9.739 6.376 2.303
Cl -11.508 6.445 2.299
Cl -9.162 6.160 3.970
Cl -9.201 5.016 1.302
Cl -9.081 7.886 1.646
C 9.455 5.620 -4.678
Cl 8.323 6.802 -5.359
Cl 9.435 5.738 -2.907
Cl 8.969 3.988 -5.168
Cl 11.090 5.951 -5.274
C -2.822 -6.576 -2.508
Cl -4.579 -6.575 -2.275
Cl -2.019 -6.780 -0.938
Cl -2.367 -7.911 -3.579
Cl -2.321 -5.037 -3.230
C -12.814 10.386 0.872
Cl -11.199 9.715 1.167
Cl -13.399 9.836 -0.707
Cl -13.922 9.835 2.140
Cl -12.732 12.159 0.892
C 7.534 -3.747 -2.467
Cl 6.506 -5.184 -2.592
Cl 6.935 -2.733 -1.146
Cl 9.201 -4.234 -2.128
Cl 7.493 -2.833 -3.985
C 1.864 -5.887 -2.991
Cl 1.186 -7.494 -3.301
Cl 1.244 -4.742 -4.193
Cl 1.402 -5.350 -1.365
Cl 3.631 -5.952 -3.090
C -3.169 -3.367 5.957
Cl -2.128 -3.689 7.352
Cl -2.274 -3.713 4.460
Cl -4.603 -4.396 6.029
Cl -3.666 -1.665 5.969
C -7.281 -5.083 2.898
Cl -5.597 -4.545 3.046
Cl -7.460 -6.068 1.435
Cl -7.716 -6.048 4.318
Cl -8.344 -3.670 2.793
C -0.120 -11.195 -5.141
Cl -0.367 -12.948 -5.165
Cl 1.074 -10.749 -6.371
Cl -1.658 -10.378 -5.479
Cl 0.467 -10.696 -3.544
C 7.028 -0.104 4.824
Cl 8.495 -0.355 5.784
Cl 6.440 1.552 5.064
Cl 7.388 -0.358 3.110
Cl 5.780 -1.255 5.340
C -11.561 11.461 -3.906
Cl -11.860 12.000 -2.245
Cl -12.031 9.758 -4.068
Cl -12.515 12.446 -5.028
Cl -9.838 11.635 -4.284
C 10.329 10.659 -4.413
Cl 10.099 8.966 -3.943
Cl 10.072 11.704 -3.006
Cl 11.977 10.884 -5.024
Cl 9.166 11.081 -5.683

---

57
Properties=species:S:1:pos:R:3 method="wB97M-V/def2-TZVPD" molar_mass_g_mol=820.091 e_lumo_ev="2.088 / 1.620" multiplicity=3 largest_force_ev_per_a=0.09 energy_ha=-5261.92966 total_charge=-1 homo_lumo_gap_ev="4.69 / 6.79"
Pt 0.364 -1.412 1.060
Se -4.233 4.548 -1.012
N -4.048 2.844 -1.598
C -3.055 2.323 -0.899
C -2.554 0.988 -1.103
C -3.012 0.152 -2.128
C -2.483 -1.108 -2.274
C -1.505 -1.548 -1.368
N -1.052 -0.783 -0.400
C -1.532 0.487 -0.259
C -0.965 1.299 0.746
N 0.013 0.756 1.517
C 0.604 1.463 2.447
C 0.247 2.802 2.689
C -0.746 3.377 1.932
C -1.386 2.637 0.928
C -2.442 3.169 0.103
N -2.902 4.401 0.214
H -3.776 0.529 -2.795
H -2.809 -1.772 -3.062
H -1.088 -2.545 -1.427
H 1.392 0.967 2.998
H 0.758 3.356 3.463
H -1.053 4.403 2.088
S 1.853 -2.379 2.446
C 0.862 -3.179 3.648
C 1.475 -3.865 4.701
C 0.717 -4.506 5.662
C -0.675 -4.464 5.589
C -1.290 -3.784 4.556
C -0.530 -3.140 3.575
S -1.336 -2.310 2.261
H 2.557 -3.885 4.752
H 1.206 -5.034 6.471
H -1.276 -4.959 6.341
H -2.371 -3.741 4.493
C 1.981 -0.811 -4.738
C 1.377 0.330 -3.971
C 0.229 0.970 -4.402
C -0.321 2.008 -3.663
Cl -1.766 2.790 -4.236
C 0.256 2.410 -2.476
C 1.411 1.777 -2.030
C 1.975 0.752 -2.778
O 3.119 0.094 -2.446
C 3.679 0.352 -1.175
C 2.807 -0.064 0.016
O 3.104 0.373 1.118
O 1.858 -0.868 -0.296
H 1.381 -1.042 -5.619
H 2.046 -1.701 -4.110
H 2.998 -0.576 -5.057
H -0.250 0.657 -5.321
H -0.196 3.202 -1.892
H 1.843 2.086 -1.087
H 3.940 1.406 -1.055
H 4.597 -0.233 -1.134

---

59
Properties=species:S:1:pos:R:3 method="wB97M-V/def2-TZVPD" molar_mass_g_mol=795.884 e_lumo_ev="-8.013 / -9.715" multiplicity=2 largest_force_ev_per_a=3.81 energy_ha=-3111.07295 total_charge=+2 homo_lumo_gap_ev="5.45 / 3.75"
Ir -0.250 -0.133 0.178
S 2.592 0.042 0.518
C 1.892 0.026 2.026
N 0.556 0.015 2.132
C 0.115 0.029 3.406
C -1.224 0.056 3.838
C -1.466 0.069 5.182
C -0.402 0.055 6.120
C 0.917 0.044 5.718
C 1.183 0.036 4.356
S 2.716 0.039 3.559
H -2.023 0.058 3.112
H -2.485 0.086 5.543
H -0.632 0.053 7.177
H 1.723 0.036 6.439
F -2.448 -1.622 1.585
C -3.084 -0.724 0.804
C -2.322 0.198 0.084
C -3.030 1.115 -0.677
F -2.383 2.059 -1.369
C -4.414 1.100 -0.746
F -5.047 1.994 -1.485
C -5.133 0.149 -0.038
F -6.445 0.121 -0.117
C -4.462 -0.773 0.759
F -5.134 -1.680 1.449
S -0.016 6.627 -0.171
C 0.001 4.843 -0.062
C 0.878 4.082 -0.827
C 0.845 2.706 -0.711
N 0.015 2.083 0.128
C -0.799 2.815 0.902
C -0.833 4.193 0.842
C -1.079 6.779 -1.615
C -2.451 6.867 -1.459
C -3.223 7.019 -2.608
N -2.683 7.084 -3.814
C -1.369 7.028 -3.960
C -0.510 6.876 -2.874
H 1.587 4.552 -1.494
H 1.509 2.088 -1.301
H -1.448 2.278 1.581
H -1.494 4.748 1.492
H -2.919 6.842 -0.484
H -4.302 7.095 -2.551
H -0.983 7.110 -4.969
H 0.562 6.861 -3.018
C 1.715 -5.351 -0.104
N 0.800 -4.226 -0.268
C -0.566 -4.318 -0.393
C -1.032 -3.049 -0.482
N 0.038 -2.176 -0.413
C 1.126 -2.936 -0.281
H 1.133 -6.253 0.054
H 2.360 -5.187 0.755
H 2.332 -5.481 -0.991
H -1.090 -5.257 -0.413
H -2.047 -2.719 -0.608
H 2.140 -2.575 -0.232

---

56
Properties=species:S:1:pos:R:3 method="wB97M-V/def2-TZVPD" molar_mass_g_mol=715.739 e_lumo_ev=-12.838 largest_force_ev_per_a=2.09 energy_ha=-2204.38448 total_charge=+3 homo_lumo_gap_ev=4.06
Pb -0.855 -0.096 -0.858
O 1.051 -3.902 -1.056
S 1.078 -2.681 -0.341
O -0.157 -2.172 0.278
N 1.343 -1.393 -1.387
C 1.828 -1.374 -2.598
C 2.540 -2.440 -3.234
C 3.068 -2.295 -4.497
C 2.889 -1.108 -5.212
C 2.118 -0.047 -4.683
C 1.860 1.143 -5.400
C 1.102 2.135 -4.808
C 0.552 1.898 -3.548
N 0.776 0.786 -2.861
C 1.573 -0.155 -3.375
C 2.404 -2.586 0.860
C 3.609 -3.219 0.602
C 4.574 -3.230 1.602
C 4.326 -2.594 2.811
C 3.106 -1.977 3.052
C 2.139 -1.947 2.060
H 2.684 -3.356 -2.680
H 3.647 -3.097 -4.936
H 3.348 -0.990 -6.185
H 2.226 1.254 -6.412
H 0.897 3.065 -5.316
H -0.085 2.633 -3.075
H 3.778 -3.742 -0.326
H 5.513 -3.736 1.436
H 5.096 -2.568 3.571
H 2.905 -1.522 4.009
H 1.173 -1.499 2.227
O -4.607 3.868 4.873
N -3.578 3.274 4.771
O -2.670 3.189 5.550
C -3.419 2.519 3.499
C -4.555 2.024 2.945
C -4.498 1.256 1.752
C -5.664 0.720 1.167
C -5.558 0.016 -0.009
C -4.289 -0.160 -0.570
N -3.183 0.310 -0.020
C -3.251 1.019 1.124
C -2.047 1.558 1.708
N -0.853 1.344 1.107
C 0.250 1.871 1.618
C 0.249 2.645 2.777
C -0.943 2.869 3.427
C -2.131 2.321 2.908
H -5.513 2.217 3.409
H -6.623 0.867 1.647
H -6.426 -0.404 -0.499
H -4.181 -0.705 -1.496
H 1.175 1.684 1.093
H 1.173 3.055 3.157
H -0.961 3.451 4.340